DFT (ωB97M-V/def2-TZVPD) results for a single C5H11ClN2 molecule.

Its total energy is -766.77153 a.u. Its frontier orbital gap is 10.45 eV. The SMILES is C[C@@]1([C@@H](N)CCl)CN1. For the HOMO energy, the calculation gives -9.62 eV.

```
! wB97M-V def2-TZVPD RIJCOSX def2/J DEFGRID3
* xyz 0 1
C -0.00418 1.44051 -1.27692
C 0.72834 0.20771 -0.83318
C 0.00000 -0.87340 -0.06521
N 0.83877 -1.94718 0.46826
C -0.63713 -0.22167 1.18603
Cl -2.29354 0.58502 1.04140
C 1.95593 -0.20604 -1.50909
N 2.06948 0.58775 -0.29585
H -0.28636 2.08589 -0.43970
H -0.90930 1.26098 -1.85992
H 0.71254 1.95663 -1.92380
H -0.80551 -1.26652 -0.71172
H 0.27082 -2.59442 1.02319
H 1.26080 -2.57334 -0.21064
H -0.04700 0.63525 1.54733
H -0.64855 -0.89045 2.04001
H 2.29418 -1.22787 -1.33175
H 2.22500 0.22082 -2.45159
H 2.30802 -0.11891 0.39811
*
```

Here are the natural (NBO) charges for atoms 1 to 2, given in e:
1 C -0.608
2 C 0.061